{
  "formula": "C30H35CuN5OS2Si",
  "method": "wB97M-V/def2-TZVPD",
  "species": ["Cu", "N", "C", "S", "N", "N", "C", "C", "C", "C", "C", "C", "N", "H", "H", "H", "H", "H", "H", "H", "O", "S", "C", "C", "C", "C", "C", "C", "C", "C", "C", "C", "C", "C", "C", "C", "H", "H", "H", "H", "H", "H", "H", "H", "H", "H", "H", "H", "H", "H", "C", "Si", "C", "C", "N", "C", "C", "C", "C", "C", "C", "H", "H", "H", "H", "H", "H", "H", "H", "H", "H", "H", "H", "H", "H"],
  "xyz": [[0.48, -0.01, -1.54], [0.23, 3.68, -4.00], [0.09, 2.60, -3.15], [1.37, 2.29, -2.06], [-1.04, 1.95, -3.30], [-1.13, 0.84, -2.53], [-2.32, 0.39, -2.31], [-2.50, -0.80, -1.49], [-3.76, -1.36, -1.29], [-3.88, -2.47, -0.48], [-2.74, -3.01, 0.10], [-1.52, -2.41, -0.17], [-1.40, -1.33, -0.93], [1.17, 3.99, -4.12], [-0.32, 3.61, -4.85], [-3.19, 0.90, -2.72], [-4.63, -0.91, -1.76], [-4.86, -2.91, -0.29], [-2.79, -3.88, 0.74], [-0.59, -2.79, 0.24], [-0.36, 0.92, 0.68], [-0.47, 0.22, 1.98], [-1.70, 1.18, 2.92], [-3.05, 1.09, 2.26], [-4.05, 0.27, 2.78], [-5.29, 0.21, 2.17], [-5.55, 0.96, 1.03], [-4.55, 1.77, 0.50], [-3.30, 1.83, 1.11], [1.01, 0.67, 2.95], [1.26, 2.14, 3.04], [1.18, 2.79, 4.27], [1.39, 4.16, 4.37], [1.67, 4.90, 3.22], [1.75, 4.26, 2.00], [1.55, 2.89, 1.90], [-1.34, 2.21, 2.95], [-1.73, 0.78, 3.94], [-3.85, -0.32, 3.66], [-6.06, -0.43, 2.58], [-6.52, 0.92, 0.56], [-4.73, 2.35, -0.39], [-2.52, 2.44, 0.68], [1.81, 0.14, 2.44], [0.88, 0.22, 3.94], [0.96, 2.22, 5.17], [1.33, 4.65, 5.33], [1.83, 5.97, 3.29], [1.96, 4.82, 1.09], [1.60, 2.41, 0.93], [3.25, -2.80, -3.83], [1.74, -2.66, -2.69], [0.29, -2.26, -3.83], [1.39, -4.39, -2.01], [1.90, -1.45, -1.50], [2.90, -1.40, -0.58], [3.03, -0.28, 0.29], [4.02, -0.19, 1.25], [4.95, -1.21, 1.42], [4.86, -2.32, 0.59], [3.87, -2.41, -0.38], [3.09, -3.58, -4.58], [4.17, -3.04, -3.29], [3.41, -1.86, -4.35], [0.38, -2.83, -4.76], [0.26, -1.20, -4.07], [-0.67, -2.53, -3.37], [1.15, -5.08, -2.83], [0.52, -4.36, -1.34], [2.22, -4.81, -1.45], [2.32, 0.53, 0.15], [4.07, 0.70, 1.87], [5.72, -1.14, 2.18], [5.57, -3.13, 0.69], [3.85, -3.30, -1.01]],
  "mulliken_charge": [-0.30, -0.48, 0.38, -0.53, -1.68, 1.90, -1.03, 0.76, -0.84, -0.41, -1.15, -0.67, 0.86, 0.26, 0.25, 0.23, 0.48, 0.40, 0.42, 0.65, -0.30, 0.61, -1.33, 0.43, -0.33, -0.60, -0.43, -0.50, -0.11, -0.92, 0.30, -0.21, -0.60, -0.36, -0.99, 0.53, 0.44, 0.56, 0.34, 0.39, 0.40, 0.40, 0.10, -0.22, 0.65, 0.35, 0.37, 0.37, 0.46, -0.10, -1.18, 0.02, -1.01, -1.08, 0.54, 0.26, 0.10, -0.27, -0.73, -0.92, -0.10, 0.33, 0.35, 0.29, 0.46, 0.19, 0.16, 0.35, 0.21, 0.35, 0.25, 0.40, 0.37, 0.36, 0.11],
  "total_energy_ha": -4239.6799,
  "relative_energy_kcal_mol": 0.0,
  "charge": -1,
  "e_homo_ev": -3.4
}